{
  "formula": "CH4N2O",
  "method": "ωB97M-V/def2-TZVPD",
  "elements": ["C", "N", "N", "O", "H", "H", "H", "H"],
  "xyz": [[-1.661, -0.289, 0.021], [0.742, -0.646, 0.285], [1.763, 0.162, 0.001], [-0.464, 0.078, 0.098], [-2.218, -1.276, 0.198], [-2.276, 0.567, -0.339], [2.394, 0.750, 0.589], [1.720, 0.655, -0.854]],
  "nbo_charge": [0.0134, -0.0858, -0.6746, -0.2877, 0.1781, 0.1598, 0.3576, 0.3392],
  "de_lowest_kcal_mol": 156.00,
  "e_homo_ev": [-8.17, -7.44],
  "lumo_ev": [0.590, 0.208],
  "total_energy_ev": -6123.7430,
  "homo_lumo_gap_ev": [8.758, 7.652]
}


{
  "formula": "CH4N2O",
  "method": "ωB97M-V/def2-TZVPD",
  "elements": ["N", "C", "N", "O", "H", "H", "H", "H"],
  "xyz": [[-1.138, -0.434, -0.111], [-0.036, 0.382, -0.091], [1.216, -0.110, 0.032], [-0.296, 1.611, -0.048], [-1.411, -1.330, 0.168], [-1.773, 0.330, 0.315], [1.896, 0.634, -0.029], [1.542, -1.083, -0.236]],
  "nbo_charge": [-0.8736, 0.7626, -0.8342, -0.6828, 0.3981, 0.4172, 0.4085, 0.4042],
  "de_lowest_kcal_mol": 19.73,
  "smiles": "NC(N)=O",
  "e_homo_ev": -9.94,
  "lumo_ev": 0.788,
  "total_energy_ev": -6129.6521,
  "homo_lumo_gap_ev": 10.726
}


{
  "formula": "CH4N2O2",
  "method": "ωB97M-V/def2-TZVPD",
  "elements": ["C", "N", "N", "O", "O", "H", "H", "H", "H"],
  "xyz": [[0.835, -0.813, 0.282], [-1.590, 0.630, -0.070], [1.256, 0.317, 0.782], [-0.824, 1.639, 0.694], [2.516, 0.746, 0.497], [1.428, -1.541, -0.361], [0.088, 1.385, 0.682], [-0.296, -1.115, 0.476], [-1.846, 1.067, -1.079]],
  "nbo_charge": [-0.3236, -0.8683, -0.1741, -0.7548, -0.7991, 0.0838, 0.4439, 0.2127, 0.1795],
  "de_lowest_kcal_mol": 33.67,
  "charge": -2,
  "e_homo_ev": 2.96,
  "lumo_ev": 8.118,
  "total_energy_ev": -8168.1571,
  "homo_lumo_gap_ev": 5.154
}


{
  "formula": "CH4N2O2",
  "method": "ωB97M-V/def2-TZVPD",
  "elements": ["C", "N", "O", "H", "H", "H", "N", "O", "H"],
  "xyz": [[0.459, 0.854, 0.129], [-0.786, 1.038, 0.565], [-1.583, 0.831, -0.520], [0.662, 0.762, -0.929], [1.210, 1.108, 0.785], [-2.424, 0.409, -0.213], [1.111, -1.874, -0.154], [0.220, -2.451, 0.418], [1.130, -0.678, -0.079]],
  "nbo_charge": [-0.2649, -0.0728, -0.5729, 0.1985, 0.2008, 0.4819, 0.0245, -0.2365, 0.2415],
  "de_lowest_kcal_mol": 128.43,
  "smiles": "C=NO.N=O",
  "e_homo_ev": -8.86,
  "lumo_ev": -0.348,
  "total_energy_ev": -8171.1161,
  "homo_lumo_gap_ev": 8.510
}


{
  "formula": "CH4N2O2",
  "method": "ωB97M-V/def2-TZVPD",
  "elements": ["O", "N", "C", "N", "O", "H", "H", "H", "H"],
  "xyz": [[-1.423, -0.719, 0.241], [-1.188, 0.614, -0.182], [0.082, 1.072, -0.031], [1.323, 0.357, 0.327], [0.897, -0.936, -0.314], [-0.560, -1.159, -0.320], [-0.128, 2.092, -0.221], [2.190, 0.668, -0.106], [1.275, -1.601, 0.398]],
  "nbo_charge": [-0.6057, -0.1270, 0.0813, -0.3311, -0.5931, 0.4766, 0.2190, 0.3776, 0.5024],
  "de_lowest_kcal_mol": 122.96,
  "smiles": "O/N=C\\NO",
  "e_homo_ev": -9.07,
  "lumo_ev": 0.332,
  "total_energy_ev": -8171.3532,
  "homo_lumo_gap_ev": 9.398
}


{
  "formula": "CH4N2O2",
  "method": "ωB97M-V/def2-TZVPD",
  "elements": ["H", "N", "N", "O", "H", "C", "O", "H", "H"],
  "xyz": [[-1.460, 1.558, 0.452], [-0.917, 0.804, -0.014], [-1.532, -0.253, -0.274], [-2.724, -0.581, -0.032], [-0.998, -0.840, -0.984], [1.931, -0.137, 0.204], [1.169, 0.772, -0.166], [1.946, -1.140, -0.267], [2.585, -0.183, 1.081]],
  "nbo_charge": [0.3462, -0.3670, 0.1789, -0.4721, 0.3540, 0.2245, -0.4716, 0.0932, 0.1139],
  "de_lowest_kcal_mol": 107.42,
  "smiles": "[H]/N=[NH+]\\[O-].C=O",
  "e_homo_ev": -9.76,
  "lumo_ev": 0.394,
  "total_energy_ev": -8172.0274,
  "homo_lumo_gap_ev": 10.152
}


{
  "formula": "CH4N2O2S",
  "method": "ωB97M-V/def2-TZVPD",
  "elements": ["C", "N", "N", "O", "O", "S", "H", "H", "H", "H"],
  "xyz": [[0.584, 0.360, 0.353], [1.832, 0.084, -0.260], [-0.244, -0.537, 0.719], [-1.757, 1.299, -0.531], [-2.578, -1.119, -0.343], [-2.171, -0.002, 0.448], [0.224, 1.419, 0.406], [2.353, 0.932, -0.701], [2.017, -0.849, -0.604], [-0.260, -1.588, 0.512]],
  "nbo_charge": [0.3728, -0.8112, -0.7571, -0.9856, -0.9187, 1.5948, 0.2577, 0.4220, 0.4067, 0.4185],
  "de_lowest_kcal_mol": 37.08,
  "e_homo_ev": -9.30,
  "lumo_ev": 0.203,
  "total_energy_ev": -19010.3162,
  "homo_lumo_gap_ev": 9.507
}


{
  "formula": "CH4N2O2S",
  "method": "ωB97M-V/def2-TZVPD",
  "elements": ["C", "N", "N", "O", "O", "S", "H", "H", "H", "H"],
  "xyz": [[-1.737, -0.048, 0.957], [2.840, 0.168, -1.621], [3.828, -0.303, -1.681], [0.243, -0.791, -0.280], [-0.380, 1.657, -0.487], [-0.132, 0.628, 0.536], [-2.004, 0.288, 1.878], [-2.347, 0.144, 0.190], [-1.449, -1.056, 1.138], [1.138, -0.686, -0.630]],
  "nbo_charge": [-0.8078, -0.0271, 0.0337, -0.9015, -0.9436, 1.4544, 0.2230, 0.2396, 0.2401, 0.4892],
  "de_lowest_kcal_mol": 0.00,
  "e_homo_ev": -9.53,
  "lumo_ev": 0.904,
  "total_energy_ev": -19011.9239,
  "homo_lumo_gap_ev": 10.430
}


{
  "formula": "CH4N2O2S",
  "method": "ωB97M-V/def2-TZVPD",
  "elements": ["C", "N", "N", "O", "O", "S", "H", "H", "H", "H"],
  "xyz": [[-0.470, -0.786, 0.161], [0.495, -0.723, -0.747], [-0.563, 0.297, 0.928], [-0.401, -2.945, -2.514], [-2.754, -2.384, -2.772], [-1.731, -2.964, -1.948], [1.101, 0.091, -0.866], [0.615, -1.473, -1.407], [0.044, 1.110, 0.818], [-1.258, 0.342, 1.649]],
  "nbo_charge": [0.1531, -0.8151, -0.8139, -0.8774, -0.8319, 1.6746, 0.3487, 0.4137, 0.3504, 0.3979],
  "de_lowest_kcal_mol": 20.84,
  "e_homo_ev": -8.72,
  "lumo_ev": -0.713,
  "total_energy_ev": -19011.0200,
  "homo_lumo_gap_ev": 8.008
}


{
  "formula": "CH4N2O2S",
  "method": "ωB97M-V/def2-TZVPD",
  "elements": ["C", "H", "H", "H", "H", "N", "N", "O", "O", "S"],
  "xyz": [[0.065, 0.537, -0.053], [2.467, 1.122, -0.593], [0.265, -1.392, -0.697], [-1.772, 1.046, 0.289], [-1.739, -1.088, 1.013], [0.804, -0.606, -0.162], [-1.380, 0.273, -0.162], [0.626, 1.593, 0.152], [-1.729, -0.981, 0.098], [2.394, -0.504, 0.116]],
  "nbo_charge": [0.7276, 0.1668, 0.4350, 0.3653, 0.4593, -0.8367, -0.3553, -0.6104, -0.5244, 0.1729],
  "de_lowest_kcal_mol": 75.89,
  "e_homo_ev": -8.64,
  "lumo_ev": 0.341,
  "total_energy_ev": -19008.6329,
  "homo_lumo_gap_ev": 8.984
}


{
  "formula": "CH4N2O2S",
  "method": "ωB97M-V/def2-TZVPD",
  "elements": ["C", "N", "N", "O", "O", "S", "H", "H", "H", "H"],
  "xyz": [[0.254, 0.083, 0.294], [1.451, 0.368, -0.156], [0.000, -1.171, 0.276], [4.168, 1.032, 0.615], [3.964, -0.711, -1.003], [3.685, -0.261, 0.337], [1.959, -0.168, -0.874], [1.403, 1.326, -0.564], [0.560, -1.870, -0.181], [-0.920, -1.465, 0.694]],
  "nbo_charge": [0.1746, -0.8719, -0.7746, -0.8591, -0.9038, 1.6992, 0.3618, 0.4098, 0.3584, 0.4056],
  "de_lowest_kcal_mol": 47.58,
  "e_homo_ev": -8.79,
  "lumo_ev": -0.439,
  "total_energy_ev": -19009.8605,
  "homo_lumo_gap_ev": 8.346
}


{
  "formula": "CH4N2O3",
  "method": "ωB97M-V/def2-TZVPD",
  "elements": ["N", "C", "O", "N", "O", "O", "H", "H", "H", "H"],
  "xyz": [[1.003, 0.802, 0.365], [0.136, -0.114, -0.459], [0.644, -1.370, -0.243], [-1.323, 0.170, 0.017], [-1.916, 1.154, -0.321], [-1.780, -0.743, 0.667], [1.265, 0.346, 1.230], [1.778, 1.151, -0.151], [0.266, 0.283, -1.433], [-0.074, -1.679, 0.329]],
  "nbo_charge": [-0.8541, 0.3036, -0.6773, 0.5258, -0.3218, -0.4019, 0.3715, 0.3759, 0.1886, 0.4897],
  "de_lowest_kcal_mol": 30.10,
  "smiles": "N[C@@H](O)[N+](=O)[O-]",
  "e_homo_ev": -10.12,
  "lumo_ev": -0.009,
  "total_energy_ev": -10221.1213,
  "homo_lumo_gap_ev": 10.109
}


{
  "formula": "CH4N2O3",
  "method": "ωB97M-V/def2-TZVPD",
  "elements": ["N", "N", "C", "O", "O", "O", "H", "H", "H", "H"],
  "xyz": [[-1.308, 0.066, -0.144], [0.296, -0.183, 0.324], [0.962, 0.785, -0.213], [2.337, 1.087, -0.188], [3.248, 0.096, 0.352], [2.915, -1.132, -0.236], [-1.321, -0.699, -0.795], [-1.815, -0.033, 0.728], [0.433, 1.608, -0.687], [2.334, -1.598, 0.538]],
  "nbo_charge": [-0.6853, -0.3861, 0.3457, -0.2563, 0.0003, -0.4155, 0.3618, 0.3638, 0.1912, 0.4803],
  "de_lowest_kcal_mol": 129.15,
  "smiles": "N/N=C/OOO",
  "e_homo_ev": -10.08,
  "lumo_ev": 0.952,
  "total_energy_ev": -10216.8260,
  "homo_lumo_gap_ev": 11.034
}


{
  "formula": "CH4N2O3P",
  "method": "ωB97M-V/def2-TZVPD",
  "elements": ["C", "N", "N", "O", "O", "O", "P", "H", "H", "H", "H"],
  "xyz": [[-0.117, -1.827, -0.063], [-1.587, 2.884, 0.483], [-1.697, 1.816, 0.031], [1.671, -0.014, -1.635], [2.561, 0.856, 0.629], [0.867, -1.048, 0.554], [1.447, 0.317, -0.226], [-0.683, -2.251, 0.713], [0.363, -2.831, -0.599], [-0.524, -1.243, -0.939], [-2.301, 3.341, 1.052]],
  "nbo_charge": [-0.2446, -0.3411, -0.0131, -1.1609, -1.1447, -0.8381, 1.9530, 0.1652, 0.1218, 0.1977, 0.3050],
  "de_lowest_kcal_mol": 111.49,
  "charge": -1,
  "e_homo_ev": [-2.33, -4.94],
  "lumo_ev": [3.520, 4.089],
  "total_energy_ev": -19513.0570,
  "homo_lumo_gap_ev": [5.854, 9.029]
}


{
  "formula": "CH4N2ORb",
  "method": "ωB97M-V/def2-TZVPD",
  "elements": ["Rb", "C", "O", "N", "N", "H", "H", "H", "H"],
  "xyz": [[21.168, -8.721, 20.756], [20.790, -11.620, 21.839], [20.575, -10.713, 21.096], [21.321, -11.452, 23.011], [20.509, -12.843, 21.547], [21.614, -12.327, 23.421], [21.672, -10.578, 23.376], [20.787, -13.530, 22.233], [19.896, -13.018, 20.764]],
  "mulliken_charge": [0.9631, 0.8503, -0.8562, -0.3592, -0.3526, 0.1650, 0.1736, 0.1705, 0.2455],
  "de_lowest_kcal_mol": 42.05,
  "charge": 1,
  "e_homo_ev": -14.45,
  "lumo_ev": -3.549,
  "total_energy_ev": -6779.4482,
  "homo_lumo_gap_ev": 10.904
}


{
  "formula": "CH4N2ORb",
  "method": "ωB97M-V/def2-TZVPD",
  "elements": ["Rb", "C", "O", "N", "N", "H", "H", "H", "H"],
  "xyz": [[1.841, 2.397, 2.381], [0.197, 0.033, -0.187], [1.026, 0.808, 0.075], [0.262, -1.098, -0.840], [-1.039, 0.123, 0.263], [-0.562, -1.682, -0.869], [1.119, -1.363, -1.304], [-1.756, -0.139, -0.399], [-1.088, 0.922, 0.879]],
  "nbo_charge": [0.9967, 0.7728, -0.7260, -0.8088, -0.8354, 0.4057, 0.4114, 0.4037, 0.3800],
  "de_lowest_kcal_mol": 21.70,
  "charge": 1,
  "e_homo_ev": -13.58,
  "lumo_ev": -3.829,
  "total_energy_ev": -6780.3303,
  "homo_lumo_gap_ev": 9.754
}


{
  "formula": "CH4N2OS",
  "method": "ωB97M-V/def2-TZVPD",
  "elements": ["O", "N", "C", "N", "S", "H", "H", "H", "H"],
  "xyz": [[-0.702, 0.809, 1.667], [-1.228, -0.306, 1.054], [-0.853, -0.560, -0.158], [0.150, -0.003, -0.897], [1.505, 0.918, -0.490], [0.108, 1.017, 1.175], [-1.363, -1.412, -0.601], [0.178, -0.347, -1.843], [2.205, -0.115, 0.094]],
  "nbo_charge": [-0.5552, -0.1594, 0.1486, -0.7951, 0.2202, 0.4369, 0.1981, 0.4007, 0.1052],
  "de_lowest_kcal_mol": 69.98,
  "smiles": "O/N=C\\NS",
  "e_homo_ev": -8.84,
  "lumo_ev": 0.416,
  "total_energy_ev": -16962.1542,
  "homo_lumo_gap_ev": 9.256
}


{
  "formula": "CH4N2OS",
  "method": "ωB97M-V/def2-TZVPD",
  "elements": ["O", "N", "C", "N", "S", "H", "H", "H", "H"],
  "xyz": [[-1.626, 0.759, 0.346], [-1.564, -0.610, 0.241], [-0.549, -1.173, -0.236], [0.637, -0.611, -0.604], [1.342, 0.724, 0.082], [-0.909, 1.119, -0.170], [-0.546, -2.304, -0.309], [1.325, -1.236, -0.992], [1.451, 0.341, 1.350]],
  "nbo_charge": [-0.5374, -0.1569, 0.1577, -0.8002, 0.2041, 0.4485, 0.1935, 0.4009, 0.0897],
  "de_lowest_kcal_mol": 70.63,
  "smiles": "O/N=C\\NS",
  "e_homo_ev": -9.17,
  "lumo_ev": 0.520,
  "total_energy_ev": -16962.1260,
  "homo_lumo_gap_ev": 9.688
}


{
  "formula": "CH4N2OS",
  "method": "ωB97M-V/def2-TZVPD",
  "elements": ["C", "H", "H", "H", "H", "N", "N", "O", "S"],
  "xyz": [[0.320, -0.573, -0.068], [-0.520, 0.312, 2.772], [0.872, 1.436, -0.274], [0.296, -1.468, 0.486], [-1.698, -0.186, -2.523], [0.645, 0.602, 0.439], [-0.286, -1.032, -1.200], [-0.523, 0.334, -1.855], [0.894, 0.575, 2.224]],
  "nbo_charge": [0.1841, 0.1430, 0.4619, 0.1903, 0.4518, -0.7534, -0.2057, -0.6404, 0.1684],
  "de_lowest_kcal_mol": 158.02,
  "e_homo_ev": -8.69,
  "lumo_ev": -0.126,
  "total_energy_ev": -16958.3367,
  "homo_lumo_gap_ev": 8.561
}


{
  "formula": "CH4N2OS",
  "method": "ωB97M-V/def2-TZVPD",
  "elements": ["C", "N", "N", "O", "S", "H", "H", "H", "H"],
  "xyz": [[-2.617, 0.105, -0.251], [-2.266, 0.490, 0.849], [2.311, -0.581, 0.508], [1.968, 0.736, 0.052], [0.453, 0.952, -0.466], [-3.608, -0.316, -0.465], [-1.973, 0.137, -1.144], [2.695, -1.090, -0.287], [3.037, -0.433, 1.204]],
  "nbo_charge": [-0.2016, -0.2031, -0.5125, -0.5284, 0.3317, 0.2148, 0.2005, 0.3455, 0.3531],
  "de_lowest_kcal_mol": 165.53,
  "e_homo_ev": [-8.02, -8.02],
  "lumo_ev": [-2.534, -2.536],
  "total_energy_ev": -16958.0110,
  "homo_lumo_gap_ev": [5.486, 5.481]
}